Entry 1:
DFT (ωB97M-V with the def2-TZVPD basis set) results for a molecular structure, C49H55N7OP2STi at a distorted geometry.

## Properties
Net charge   +2
Lowest unoccupied orbital energy (alpha / beta)   -7.0 / -7.0 eV
Energy   -116699.23003 eV

Element x y z (Å)
C: 3.186 -3.987 -4.338
H: 5.304 0.317 2.254
C: 1.911 0.186 5.611
C: 3.669 0.289 -0.561
H: 3.338 1.612 6.423
H: -1.180 -2.284 -3.680
C: -2.266 0.414 4.828
C: -3.217 -0.317 -5.181
H: -1.115 3.662 3.554
H: -1.665 2.990 -3.727
H: 3.177 -2.596 3.543
C: -4.530 -0.227 4.300
C: -1.022 0.265 -6.017
H: 0.749 -3.097 -5.047
C: -2.457 -2.579 -0.760
H: -0.815 -3.081 2.197
H: -4.187 -5.214 0.560
C: 0.427 1.051 3.853
C: -2.496 -4.247 1.514
H: 3.880 -4.690 2.376
C: 0.876 0.010 4.678
H: -3.634 -0.691 0.276
H: -5.513 -0.599 4.565
H: -4.461 2.455 1.409
H: -5.025 -0.129 2.179
C: -0.579 0.552 -4.716
C: -1.951 0.609 3.464
H: -3.687 -0.171 6.294
N: 4.812 0.094 0.137
S: 1.751 -4.588 -3.398
H: 2.928 -5.200 0.102
C: 2.272 2.387 4.747
H: 2.853 4.135 -2.017
H: -0.684 -3.378 -2.355
C: -0.128 4.507 -3.559
C: 1.747 -2.061 2.046
H: 4.049 -4.510 -3.943
H: 1.525 -2.173 -2.267
C: -0.210 4.221 3.301
N: 0.865 3.304 2.975
H: -0.325 0.367 -6.848
H: -1.498 0.661 5.545
C: 0.040 2.315 -2.485
H: -2.450 -1.914 -1.615
H: 0.423 0.890 -4.538
C: 3.165 -4.030 1.910
H: -4.684 0.753 0.153
H: 0.427 -0.973 4.561
C: -2.780 -0.069 -3.866
C: -4.275 0.030 2.936
C: -0.686 3.245 -3.297
H: 3.692 -1.023 -2.247
N: 2.686 0.686 0.250
C: 2.581 1.413 5.684
H: -0.408 4.852 2.428
H: -2.883 3.199 1.796
C: -0.317 -2.764 -3.198
C: 0.379 -3.682 -4.194
H: 1.436 4.497 1.405
C: -1.516 -3.257 1.391
C: 1.180 2.268 3.857
C: 4.553 0.376 1.470
C: 1.156 4.823 -3.129
H: -2.681 -0.345 -7.279
H: 2.543 4.595 2.795
H: 2.625 0.961 2.363
H: 2.570 3.165 1.736
H: 0.992 -1.083 -3.551
H: -3.208 0.634 -0.835
H: 3.072 -4.264 -5.385
C: -3.441 -4.420 0.493
Ti: -0.616 1.075 0.964
N: -2.854 1.108 1.206
O: -1.009 5.342 -0.329
C: -3.406 -3.622 -0.647
H: 2.871 3.278 4.679
C: 1.852 3.905 -2.354
H: -4.100 -3.783 -1.449
N: -0.675 3.111 0.496
C: 3.231 0.714 1.494
P: -0.824 0.771 -1.978
N: -0.685 0.926 2.944
C: 0.644 -1.670 -2.686
C: 2.595 -4.343 0.676
C: -1.472 0.412 -3.631
H: -4.255 -0.619 -5.327
P: -0.070 -1.267 0.026
H: 1.631 5.759 -3.395
C: 1.297 2.674 -1.991
C: 1.214 -2.344 0.781
H: -3.452 -0.263 -3.027
H: 1.411 -1.192 2.614
C: -2.338 -0.147 -6.265
C: -3.406 2.509 1.133
N: 0.119 -0.776 -1.678
H: 2.176 -0.647 6.262
C: -0.845 4.224 0.090
C: 3.545 0.045 -2.009
C: -3.033 0.530 2.548
H: 4.296 0.624 -2.577
C: -3.530 -0.014 5.234
C: 1.914 3.917 2.202
H: 3.320 -2.891 -4.240
C: 1.609 -3.518 0.111
C: 2.726 -2.879 2.596
H: 5.678 -0.238 -0.292
C: -3.643 0.399 0.148
H: 1.139 -3.798 -0.823
H: -2.502 -4.879 2.394
H: 2.551 0.325 -2.336
H: 0.058 4.892 4.123
H: -0.316 -4.458 -4.555
H: 1.792 2.030 -1.279
C: -1.463 -2.447 0.231
H: -3.320 2.843 0.096
H: -0.721 5.232 -4.105


Entry 2:
DFT (ωB97M-V with the def2-TZVPD basis set) results for a single C2H4OS3 molecule at a distorted geometry.

## Properties
Net charge   0
2S+1   3
Lowest unoccupied orbital energy (alpha / beta)   0.0 / -3.6 eV
⟨S²⟩   2.025
Energy   -36686.34030 eV

Element x y z (Å)
C: -0.207 -0.260 -0.575
S: 0.807 -1.811 -0.151
S: 3.130 0.788 -0.759
H: -1.034 -0.124 1.241
O: 1.348 0.614 1.498
C: -1.379 0.030 0.274
H: -1.552 1.046 0.140
H: -2.171 -0.470 -0.109
S: 1.503 0.203 0.122
H: -0.446 -0.017 -1.682


Entry 3:
DFT (ωB97M-V with the def2-TZVPD basis set) results for a single C6H7N molecule at a distorted geometry.

## Properties
Net charge   0
Lowest unoccupied orbital energy   -1.4 eV
Energy   -7818.04726 eV

Element x y z (Å)
H: -1.167 -0.208 1.739
H: 1.267 0.834 -0.709
C: 1.212 -0.078 1.386
H: 1.160 0.854 1.917
C: 0.780 -1.232 2.051
C: -1.067 0.094 -1.091
C: -0.129 -0.423 -0.187
H: -2.076 -0.304 -0.978
H: -1.551 1.428 -2.635
N: 1.281 0.002 -0.126
H: 0.285 1.051 -2.421
C: -0.366 -0.743 1.227
H: 1.106 -2.250 1.926
C: -0.733 0.975 -2.099


Table of relative energy (zero: lowest compared OMol25 entry of this formula, charge and spin) (eV), in record order: 0.000, 2.054, 7.600